ORCA calculation (wB97M-V/def2-TZVPD) on 4 unconnected molecules or ions with the total composition C15H32NO7S.

Results
LUMO level ... -4.28 eV
Kohn-Sham gap ... 0.27412 Eh
Total energy ... -1570.06472 Ha
HOMO level ... -11.74 eV

The geometry in ORCA input format:
```
! RIJCOSX wB97M-V def2-TZVPD def2/J DEFGRID3
* xyz 1 1
C 1.548 -1.630 -1.876
C 2.340 -2.062 -3.061
O 2.291 -1.541 -4.143
N 3.205 -3.224 -2.912
C 3.646 -3.671 -1.572
S 4.458 -3.209 -4.025
H 1.557 -0.541 -1.878
H 0.504 -1.922 -2.020
H 1.891 -2.003 -0.918
H 4.224 -2.901 -1.055
H 2.765 -3.938 -0.997
H 4.261 -4.562 -1.683
H 5.325 -2.339 -3.441
H 3.844 -2.275 -4.812
O -1.729 0.285 -1.416
C -1.375 1.411 -1.667
O -0.876 2.157 -0.672
C -0.299 3.459 -0.876
C -1.348 4.547 -0.946
C -1.536 2.001 -3.047
H 0.355 3.457 -1.749
H 0.328 3.611 0.001
H -2.014 4.417 -1.798
H -0.866 5.521 -1.035
H -1.949 4.541 -0.037
H -2.566 2.345 -3.145
H -1.373 1.209 -3.774
H -0.872 2.831 -3.266
O -1.346 4.442 3.178
C -0.446 3.812 3.663
O 0.533 4.484 4.305
C 1.583 3.826 5.024
C 2.718 3.400 4.117
C -0.356 2.311 3.510
H 1.187 2.992 5.604
H 1.928 4.575 5.734
H 2.391 2.661 3.384
H 3.523 2.961 4.708
H 3.112 4.263 3.580
H 0.049 2.102 2.519
H -1.364 1.908 3.555
H 0.254 1.804 4.252
O -1.937 -4.845 2.413
C -2.251 -4.471 1.318
O -2.007 -3.182 0.988
C -2.173 -2.672 -0.341
C -3.603 -2.308 -0.671
C -2.942 -5.382 0.330
H -1.756 -3.382 -1.064
H -1.559 -1.775 -0.362
H -4.262 -3.176 -0.641
H -3.652 -1.867 -1.666
H -3.971 -1.577 0.048
H -4.003 -5.405 0.582
H -2.542 -6.383 0.465
H -2.843 -5.088 -0.711
*
```

Atomic partial charges in e from the Löwdin method, atoms 1 to 2:
1 C 0.048
2 C -0.481


ORCA calculation (wB97M-V/def2-TZVPD) on a gas-phase ion, C15H33B2FO5P (charge -1).

Results
Relative energy (zero: lowest compared OMol25 entry of this formula, charge and spin) ... 0.0 kJ/mol
LUMO level ... 2.85 eV
Kohn-Sham gap ... 0.26738 Eh
Total energy ... -1458.68408 Ha
HOMO level ... -4.43 eV

The geometry in ORCA input format:
```
! RIJCOSX wB97M-V def2-TZVPD def2/J DEFGRID3
* xyz -1 1
C 0.612 3.937 -1.704
C 0.152 2.871 -0.698
P -0.291 1.308 -1.570
C -1.891 1.809 -2.357
C -0.849 0.219 -0.172
B -2.160 0.786 0.519
O -3.402 0.315 0.149
O -2.098 1.751 1.491
C -3.299 2.350 1.946
O -1.092 -1.093 -0.644
B -0.821 -2.024 0.530
C -2.186 -2.648 1.211
C -2.702 -1.988 2.480
C -4.215 -1.962 2.608
F -2.189 -2.662 3.615
O -0.085 -1.132 1.506
C 0.260 0.031 0.872
O 1.521 -0.011 0.188
C 2.553 -0.686 0.867
C 3.793 -0.710 -0.032
C 4.193 0.740 -0.335
C 3.643 -1.559 -1.327
C 3.171 -0.772 -2.553
C 2.739 -2.787 -1.158
H 1.095 4.763 -1.175
H 1.333 3.530 -2.416
H -0.241 4.358 -2.239
H 0.980 2.609 -0.035
H -0.674 3.271 -0.102
H -2.521 2.429 -1.709
H -2.441 0.920 -2.672
H -1.662 2.388 -3.254
H -3.356 -0.049 -0.743
H -3.908 1.636 2.505
H -3.023 3.169 2.612
H -3.881 2.752 1.114
H -0.131 -2.954 0.103
H -2.976 -2.605 0.451
H -2.013 -3.707 1.435
H -2.327 -0.962 2.560
H -4.630 -2.960 2.443
H -4.601 -1.304 1.826
H -4.525 -1.577 3.582
H 0.308 0.893 1.555
H 2.228 -1.680 1.173
H 2.832 -0.144 1.790
H 4.608 -1.147 0.558
H 5.143 0.795 -0.876
H 4.299 1.300 0.599
H 3.432 1.237 -0.936
H 4.648 -1.938 -1.564
H 3.849 0.038 -2.827
H 2.175 -0.360 -2.376
H 3.092 -1.457 -3.403
H 1.701 -2.534 -1.371
H 3.037 -3.558 -1.876
H 2.794 -3.230 -0.165
*
```

Atomic partial charges in e from the Löwdin method, atoms 1 to 2:
1 C -0.180
2 C -0.411


ORCA calculation (wB97M-V/def2-TZVPD) on 2 unconnected molecules or ions with the total composition C15H33BClN3O2PS.

Results
Relative energy (zero: lowest compared OMol25 entry of this formula, charge and spin) ... 0.0 kJ/mol
LUMO level ... -2.39 eV
Kohn-Sham gap ... 0.31821 Eh
Total energy ... -2130.48014 Ha
HOMO level ... -11.05 eV

The geometry in ORCA input format:
```
! RIJCOSX wB97M-V def2-TZVPD def2/J DEFGRID3
* xyz 1 1
C -3.231 1.879 1.227
C -3.979 0.823 2.066
B -3.286 0.413 3.411
O -3.957 0.190 4.570
C -1.716 0.184 3.534
N -1.222 0.213 4.911
C -0.275 -0.754 5.170
O 0.116 -1.090 6.246
C 0.153 -1.324 3.784
Cl 1.347 -0.133 3.106
P 0.952 -3.021 3.761
N 1.367 -3.682 5.089
C -1.201 -1.193 3.063
S -1.238 -1.480 1.279
H -2.640 1.407 0.439
H -3.923 2.563 0.741
H -2.549 2.486 1.826
H -5.005 1.151 2.259
H -4.078 -0.095 1.473
H -4.905 0.343 4.526
H -1.180 0.947 2.953
H -1.875 0.382 5.663
H 1.984 -2.697 2.868
H 0.029 -3.681 2.920
H 0.849 -4.511 5.345
H -1.843 -1.927 3.564
H -1.838 -2.673 1.325
C 1.272 0.881 -6.169
C 1.422 1.859 -5.009
C 2.402 1.395 -3.922
C 2.230 -0.017 -3.378
N 1.176 -0.255 -2.285
C 1.853 -0.668 -1.000
C 2.373 0.634 -0.435
C 1.248 1.640 -0.743
C 0.422 0.988 -1.862
C 0.234 -1.316 -2.738
H 0.792 -0.054 -5.872
H 0.654 1.314 -6.954
H 2.240 0.634 -6.609
H 0.435 2.093 -4.602
H 1.806 2.806 -5.392
H 2.455 2.118 -3.106
H 3.401 1.392 -4.366
H 3.170 -0.358 -2.950
H 1.982 -0.696 -4.191
H 1.088 -1.105 -0.362
H 2.609 -1.419 -1.219
H 3.306 0.918 -0.923
H 2.569 0.541 0.630
H 1.640 2.611 -1.034
H 0.613 1.793 0.129
H 0.250 1.617 -2.726
H -0.541 0.639 -1.494
H 0.801 -2.218 -2.958
H -0.281 -0.974 -3.634
H -0.483 -1.512 -1.945
*
```

Atomic partial charges in e from the Löwdin method, atoms 1 to 2:
1 C -0.107
2 C -0.145


ORCA calculation (wB97M-V/def2-TZVPD) on a molecular structure, C15H33BF4N2NbO6 at a distorted geometry.

Results
LUMO level ... 1.67 eV
Kohn-Sham gap ... 0.23687 Eh
Total energy ... -1633.32089 Ha
HOMO level ... -4.78 eV

The geometry in ORCA input format:
```
! RIJCOSX wB97M-V def2-TZVPD def2/J DEFGRID3
* xyz -1 1
C 7.344 -0.684 0.363
N 6.756 0.457 -0.373
C 7.691 1.138 -1.294
B 5.405 0.199 -0.937
O 5.323 -0.001 -2.389
Nb 3.453 0.034 0.335
C 4.154 1.504 1.907
C 5.157 2.614 1.476
O 4.865 3.818 1.239
C 1.578 -0.573 1.548
C 0.680 -1.687 0.853
C -0.452 -1.148 -0.106
N -0.863 -1.977 -1.246
O -0.978 -0.044 0.108
C 2.342 1.589 -0.909
F 3.268 2.153 -1.860
F 1.287 1.021 -1.707
C 1.717 2.824 -0.128
F 0.521 2.552 0.557
F 1.378 3.799 -1.137
H 8.229 -1.186 -0.130
H 7.662 -0.285 1.396
H 6.488 -1.412 0.587
H 7.207 1.696 -2.150
H 8.237 1.944 -0.676
H 8.531 0.441 -1.656
H 5.382 -0.948 -2.600
H 2.937 -1.224 -0.883
H 4.317 -1.307 1.235
H 3.233 1.956 2.422
H 4.673 0.889 2.729
H 6.281 2.388 1.421
H 1.027 0.350 1.904
H 2.005 -1.069 2.495
H 1.292 -2.462 0.284
H 0.141 -2.284 1.676
H -0.073 -2.116 -1.887
H -1.658 -1.523 -1.710
H 2.414 3.357 0.582
C -5.231 -1.661 2.532
O -5.508 -0.626 1.611
C -4.363 -0.183 0.887
C -4.674 0.001 -0.596
O -4.923 -1.205 -1.324
C -6.102 -1.942 -1.005
C -7.422 -1.248 -1.346
O -7.659 -0.129 -0.503
C -8.135 1.012 -1.189
H -4.839 -1.239 3.463
H -6.166 -2.183 2.746
H -4.526 -2.392 2.124
H -3.524 -0.875 0.999
H -4.070 0.785 1.309
H -3.787 0.441 -1.060
H -5.479 0.718 -0.751
H -6.082 -2.272 0.033
H -6.048 -2.849 -1.611
H -8.245 -1.956 -1.195
H -7.396 -0.957 -2.399
H -7.623 1.153 -2.146
H -7.932 1.887 -0.569
H -9.216 0.930 -1.349
*
```

Atomic partial charges in e from the Löwdin method, atoms 1 to 2:
1 C -0.128
2 N -0.213


- Which value of LUMO level does entry 3 give?
  -2.39 eV


Please write out number 4 again, unchanged.
ORCA calculation (wB97M-V/def2-TZVPD) on a molecular structure, C15H33BF4N2NbO6 at a distorted geometry.

Results
LUMO level ... 1.67 eV
Kohn-Sham gap ... 0.23687 Eh
Total energy ... -1633.32089 Ha
HOMO level ... -4.78 eV

The geometry in ORCA input format:
```
! RIJCOSX wB97M-V def2-TZVPD def2/J DEFGRID3
* xyz -1 1
C 7.344 -0.684 0.363
N 6.756 0.457 -0.373
C 7.691 1.138 -1.294
B 5.405 0.199 -0.937
O 5.323 -0.001 -2.389
Nb 3.453 0.034 0.335
C 4.154 1.504 1.907
C 5.157 2.614 1.476
O 4.865 3.818 1.239
C 1.578 -0.573 1.548
C 0.680 -1.687 0.853
C -0.452 -1.148 -0.106
N -0.863 -1.977 -1.246
O -0.978 -0.044 0.108
C 2.342 1.589 -0.909
F 3.268 2.153 -1.860
F 1.287 1.021 -1.707
C 1.717 2.824 -0.128
F 0.521 2.552 0.557
F 1.378 3.799 -1.137
H 8.229 -1.186 -0.130
H 7.662 -0.285 1.396
H 6.488 -1.412 0.587
H 7.207 1.696 -2.150
H 8.237 1.944 -0.676
H 8.531 0.441 -1.656
H 5.382 -0.948 -2.600
H 2.937 -1.224 -0.883
H 4.317 -1.307 1.235
H 3.233 1.956 2.422
H 4.673 0.889 2.729
H 6.281 2.388 1.421
H 1.027 0.350 1.904
H 2.005 -1.069 2.495
H 1.292 -2.462 0.284
H 0.141 -2.284 1.676
H -0.073 -2.116 -1.887
H -1.658 -1.523 -1.710
H 2.414 3.357 0.582
C -5.231 -1.661 2.532
O -5.508 -0.626 1.611
C -4.363 -0.183 0.887
C -4.674 0.001 -0.596
O -4.923 -1.205 -1.324
C -6.102 -1.942 -1.005
C -7.422 -1.248 -1.346
O -7.659 -0.129 -0.503
C -8.135 1.012 -1.189
H -4.839 -1.239 3.463
H -6.166 -2.183 2.746
H -4.526 -2.392 2.124
H -3.524 -0.875 0.999
H -4.070 0.785 1.309
H -3.787 0.441 -1.060
H -5.479 0.718 -0.751
H -6.082 -2.272 0.033
H -6.048 -2.849 -1.611
H -8.245 -1.956 -1.195
H -7.396 -0.957 -2.399
H -7.623 1.153 -2.146
H -7.932 1.887 -0.569
H -9.216 0.930 -1.349
*
```

Atomic partial charges in e from the Löwdin method, atoms 1 to 2:
1 C -0.128
2 N -0.213


- Among the records above, which one has the lowest HOMO level?
  C15H32NO7S


Repeat the first record exactly.
ORCA calculation (wB97M-V/def2-TZVPD) on 4 unconnected molecules or ions with the total composition C15H32NO7S.

Results
LUMO level ... -4.28 eV
Kohn-Sham gap ... 0.27412 Eh
Total energy ... -1570.06472 Ha
HOMO level ... -11.74 eV

The geometry in ORCA input format:
```
! RIJCOSX wB97M-V def2-TZVPD def2/J DEFGRID3
* xyz 1 1
C 1.548 -1.630 -1.876
C 2.340 -2.062 -3.061
O 2.291 -1.541 -4.143
N 3.205 -3.224 -2.912
C 3.646 -3.671 -1.572
S 4.458 -3.209 -4.025
H 1.557 -0.541 -1.878
H 0.504 -1.922 -2.020
H 1.891 -2.003 -0.918
H 4.224 -2.901 -1.055
H 2.765 -3.938 -0.997
H 4.261 -4.562 -1.683
H 5.325 -2.339 -3.441
H 3.844 -2.275 -4.812
O -1.729 0.285 -1.416
C -1.375 1.411 -1.667
O -0.876 2.157 -0.672
C -0.299 3.459 -0.876
C -1.348 4.547 -0.946
C -1.536 2.001 -3.047
H 0.355 3.457 -1.749
H 0.328 3.611 0.001
H -2.014 4.417 -1.798
H -0.866 5.521 -1.035
H -1.949 4.541 -0.037
H -2.566 2.345 -3.145
H -1.373 1.209 -3.774
H -0.872 2.831 -3.266
O -1.346 4.442 3.178
C -0.446 3.812 3.663
O 0.533 4.484 4.305
C 1.583 3.826 5.024
C 2.718 3.400 4.117
C -0.356 2.311 3.510
H 1.187 2.992 5.604
H 1.928 4.575 5.734
H 2.391 2.661 3.384
H 3.523 2.961 4.708
H 3.112 4.263 3.580
H 0.049 2.102 2.519
H -1.364 1.908 3.555
H 0.254 1.804 4.252
O -1.937 -4.845 2.413
C -2.251 -4.471 1.318
O -2.007 -3.182 0.988
C -2.173 -2.672 -0.341
C -3.603 -2.308 -0.671
C -2.942 -5.382 0.330
H -1.756 -3.382 -1.064
H -1.559 -1.775 -0.362
H -4.262 -3.176 -0.641
H -3.652 -1.867 -1.666
H -3.971 -1.577 0.048
H -4.003 -5.405 0.582
H -2.542 -6.383 0.465
H -2.843 -5.088 -0.711
*
```

Atomic partial charges in e from the Löwdin method, atoms 1 to 2:
1 C 0.048
2 C -0.481